# C75H152F12N6O17S3

12 unconnected molecules or ions with the total composition C75H152F12N6O17S3 in a non-equilibrium geometry (the ωB97M-V functional and the def2-TZVPD basis, the OMol25 dataset).

Output
- 2S+1: 1
- Maximum force: 0.0972 hartree/bohr
- Net charge: 0
- Calculated total energy: -6949.296936 a.u.

XYZ file:
```
265
C75H152F12N6O17S3 the ωB97M-V functional and the def2-TZVPD basis
C -2.1345 1.2757 7.8674
C -0.9377 2.1997 7.7184
C -0.6950 2.6765 6.2655
C 0.6095 3.4848 6.0044
N 0.5373 4.2875 4.7188
C 0.4502 3.5204 3.4226
C 0.9225 4.5036 2.3494
C 1.7850 5.5181 2.9973
C 1.8594 5.0921 4.4741
C -0.5883 5.2590 4.7826
C -0.9083 6.0334 6.0736
C -2.1152 7.0264 5.8870
H -2.1974 0.8778 8.8553
H -2.0413 0.3792 7.2600
H -3.0602 1.8114 7.7093
H -0.1057 1.6552 8.2344
H -0.9924 3.1779 8.3569
H -1.4885 3.3565 5.9591
H -0.7352 1.8355 5.5590
H 1.5155 2.9060 5.8302
H 0.8262 4.2003 6.8301
H -0.5710 3.2132 3.2986
H 1.0894 2.6612 3.4643
H 0.1665 4.9867 1.7249
H 1.3999 3.8504 1.6426
H 1.4502 6.5646 2.9855
H 2.8017 5.5262 2.5402
H 1.9920 5.9067 5.1927
H 2.6817 4.3806 4.6741
H -1.5069 4.7583 4.5556
H -0.3295 5.9211 3.9714
H -0.0765 6.6257 6.4128
H -1.1782 5.3177 6.8516
H -1.8974 7.9493 6.3762
H -2.9794 6.5801 6.2859
H -2.2867 7.3135 4.8388
C -2.7011 1.2265 -2.6092
C -3.4540 0.8236 -1.3430
C -2.6865 -0.2975 -0.6236
C -1.7676 0.2991 0.5012
N -0.9027 -0.6881 1.1367
C -1.6101 -1.8922 1.6483
C -0.9506 -2.2411 3.0304
C -0.0023 -1.1089 3.3283
C -0.4802 0.0372 2.4369
C 0.2532 -1.1561 0.2692
C 1.2104 -0.1702 -0.3185
C 2.4578 -0.8416 -0.8111
H -3.1091 2.0518 -3.1947
H -2.5392 0.3594 -3.2521
H -1.7004 1.7169 -2.3949
H -4.4509 0.4721 -1.6090
H -3.6578 1.6147 -0.6389
H -2.0979 -0.9464 -1.2611
H -3.4049 -0.9843 -0.1164
H -2.4738 0.6590 1.2878
H -1.1292 1.1230 0.1228
H -1.5954 -2.6939 0.8795
H -2.6600 -1.5993 1.8223
H -0.4676 -3.2572 3.0184
H -1.7934 -2.3812 3.7382
H 1.0588 -1.3554 3.0484
H 0.0403 -0.6129 4.3406
H 0.3126 0.7317 2.1159
H -1.3406 0.5519 2.8245
H -0.2659 -1.8202 -0.4343
H 0.8462 -1.8589 0.8571
H 1.3952 0.6922 0.3126
H 0.7564 0.1937 -1.2335
H 3.0808 -0.2917 -1.5264
H 2.2914 -1.6769 -1.4544
H 3.0917 -1.0947 0.0061
C 6.5934 -0.2833 -1.5650
C 7.0212 0.7835 -0.5752
C 5.8982 1.7455 -0.1280
C 5.6140 2.7737 -1.2435
N 4.5412 3.7677 -0.9706
C 3.2020 3.0831 -1.0661
C 2.9692 2.8868 -2.5770
C 3.3175 4.3166 -3.0973
C 4.4303 4.7889 -2.0851
C 4.7201 4.5154 0.3551
C 6.0692 5.2713 0.5665
C 6.2010 5.4424 2.1058
H 5.5411 -0.5404 -1.3796
H 7.1645 -1.1611 -1.4786
H 6.6207 0.0277 -2.6023
H 7.8064 1.3943 -0.9649
H 7.4880 0.2872 0.3071
H 6.0911 2.2187 0.8292
H 5.0674 1.0468 0.1028
H 5.3838 2.2581 -2.1902
H 6.4199 3.4381 -1.3532
H 2.4407 3.7053 -0.6505
H 3.2055 2.2037 -0.4631
H 1.9419 2.6086 -2.7593
H 3.6498 2.1232 -2.9888
H 2.3960 4.8677 -3.0770
H 3.6771 4.5025 -4.1570
H 4.2255 5.7659 -1.5965
H 5.4681 4.8754 -2.4481
H 4.7250 3.7162 1.0377
H 3.8518 5.1898 0.3590
H 6.1114 6.2499 0.0981
H 6.8836 4.6609 0.2162
H 5.5411 6.2547 2.5148
H 7.2080 5.7861 2.3553
H 6.1494 4.5604 2.7089
C 2.3047 -1.3552 -10.1477
C 0.9536 -0.7347 -9.8977
C 0.8949 -0.1100 -8.4473
C -0.4804 0.4427 -8.1019
N -0.6758 1.2114 -6.8234
C -0.4474 0.3284 -5.6286
C -1.5732 -0.6723 -5.6735
C -2.7380 -0.0415 -6.5073
C -2.1735 1.3986 -6.7763
C 0.1448 2.4156 -6.8419
C -0.4847 3.6441 -7.5652
C 0.5791 4.7830 -7.7649
H 3.1729 -0.8158 -9.6697
H 2.6543 -1.4923 -11.1432
H 2.4788 -2.3665 -9.7802
H 0.1543 -1.4875 -10.0701
H 0.7219 0.0031 -10.6732
H 1.7005 0.6310 -8.3768
H 1.1746 -0.9325 -7.8552
H -1.2319 -0.3124 -8.0647
H -0.8005 1.1340 -8.9091
H -0.4819 1.0434 -4.8091
H 0.4881 -0.2234 -5.6867
H -1.8522 -0.9428 -4.6642
H -1.1940 -1.6295 -6.0222
H -3.6218 0.0856 -5.8651
H -3.1211 -0.6057 -7.3363
H -2.3891 2.0917 -5.9457
H -2.4202 1.7586 -7.7607
H 1.0956 2.2424 -7.3329
H 0.3559 2.6960 -5.8074
H -1.2492 4.1146 -6.9807
H -0.8402 3.2760 -8.4872
H 0.0739 5.4820 -8.3728
H 1.4942 4.4852 -8.3759
H 0.9503 5.1874 -6.7931
C 8.2116 -1.6732 4.0756
C 7.1310 -2.2114 3.1286
C 6.0284 -3.1420 3.7462
C 5.1467 -3.6997 2.5695
N 3.7834 -4.2200 2.7093
C 2.7414 -3.1016 2.8036
C 2.7610 -2.6910 4.2842
C 3.1319 -3.9709 5.0484
C 3.6577 -4.9944 4.0240
C 3.4215 -5.0674 1.5481
C 3.4250 -4.3556 0.1801
C 3.2888 -5.3809 -0.9315
H 7.7556 -1.1397 4.9231
H 8.8897 -1.1450 3.4539
H 8.7765 -2.5100 4.5232
H 7.7030 -2.8441 2.4571
H 6.6670 -1.3420 2.6656
H 5.4172 -2.6525 4.4604
H 6.5396 -3.9550 4.3059
H 5.7044 -4.5650 2.2089
H 5.2194 -3.0702 1.6999
H 1.7851 -3.4649 2.4901
H 3.1005 -2.4028 2.0920
H 1.8052 -2.3723 4.6330
H 3.5018 -1.8890 4.5422
H 2.2500 -4.3418 5.5222
H 3.8399 -3.8445 5.8721
H 2.9938 -5.8706 3.8777
H 4.7093 -5.2697 4.2794
H 2.4424 -5.4145 1.7722
H 4.1223 -5.9207 1.5656
H 4.2255 -3.6781 -0.0421
H 2.5411 -3.7680 0.1356
H 2.5806 -6.1729 -0.6879
H 4.1851 -5.9433 -1.1800
H 3.0319 -4.9533 -1.8625
C -7.4150 0.0203 5.2330
C -7.6874 -0.4514 3.8470
C -7.1523 -1.8855 3.6480
C -7.6944 -2.3535 2.3420
N -6.8406 -3.3225 1.5741
C -6.7200 -4.5675 2.3737
C -5.6276 -5.3886 1.6619
C -4.6976 -4.2516 1.0795
C -5.4324 -2.8966 1.2986
C -7.5153 -3.7496 0.3127
C -7.8869 -2.4728 -0.6124
C -8.9365 -2.8207 -1.5901
H -7.6984 1.0844 5.2478
H -6.3332 -0.0755 5.4221
H -7.8609 -0.6202 6.0228
H -7.3089 0.2566 3.0904
H -8.7565 -0.4448 3.6492
H -7.3948 -2.5815 4.4468
H -6.0916 -1.8116 3.6630
H -7.8140 -1.4900 1.6749
H -8.6802 -2.8354 2.4641
H -7.6689 -5.0813 2.3600
H -6.4136 -4.3039 3.3955
H -6.0455 -5.9835 0.8277
H -5.1820 -6.1023 2.3260
H -4.4227 -4.4617 0.0289
H -3.7936 -4.2211 1.7448
H -5.4472 -2.3254 0.4105
H -5.0023 -2.3937 2.1796
H -8.4433 -4.2555 0.6332
H -6.9206 -4.4412 -0.2924
H -7.0144 -2.1111 -1.1232
H -8.2230 -1.6680 0.0611
H -9.9797 -2.9253 -1.2592
H -8.8070 -3.6529 -2.2657
H -9.0482 -2.0228 -2.2672
C -6.0482 -1.3226 -4.3842
O -6.2634 -1.1081 -5.9524
O -7.0986 -1.4638 -3.6574
C -5.1185 -2.6010 -4.1356
F -5.5596 -3.6982 -4.8029
F -3.7800 -2.4817 -4.4956
F -5.0826 -3.0125 -2.8364
C -7.1564 -2.0934 -6.4978
C -7.5834 -1.6304 -7.8147
H -8.0620 -2.4766 -8.3145
H -8.2194 -0.7817 -7.7921
H -6.7480 -1.2215 -8.3441
H -7.9699 -2.2697 -5.7468
H -6.5567 -2.9631 -6.7055
H -5.3065 -0.5333 -4.1172
O -2.8033 -1.4935 5.8249
C -3.1770 -0.7669 4.5564
O -2.5350 0.3022 4.3970
O -3.9561 -1.4540 3.8626
H -3.4331 -2.2153 5.9309
O 0.3409 5.2069 -1.0268
C 0.1416 3.8896 -1.5435
O 0.2821 3.1545 -0.6071
O -0.0769 3.7783 -2.6955
H 0.2739 5.7195 -1.8334
C -0.5700 -6.8687 2.7529
F -1.5306 -6.3041 3.5168
F 0.5198 -6.7704 3.5021
F -0.8517 -8.1373 2.5151
S -0.3102 -5.9505 1.1621
O -1.6927 -5.9214 0.5721
O 0.1576 -4.6067 1.6156
O 0.7539 -6.7396 0.6281
C 5.3938 2.1781 4.1262
F 6.4520 2.0985 3.1967
F 5.8586 1.5748 5.2026
F 5.2643 3.4612 4.4274
S 3.9082 1.4556 3.3525
O 4.4266 0.2542 2.7082
O 2.9103 1.4088 4.4150
O 3.6516 2.5759 2.3805
C 3.7399 -1.4043 -5.3236
F 4.9512 -1.4134 -5.8037
F 2.9009 -1.9868 -6.2490
F 3.8343 -2.1864 -4.2198
S 3.3073 0.3612 -4.8958
O 3.1692 1.0452 -6.2015
O 2.1019 0.3178 -4.0471
O 4.5242 0.6598 -4.1605
```